1.
Entry from the Open Molecules 2025 dataset: a cluster of 3 separate species, C18H35O7 in total (the ωB97M-V functional and the def2-TZVPD basis).

Output
* E_HOMO: -4.735 eV
* lowest unoccupied orbital energy: 2.35 eV
* total charge: -1
* maximum force: 0.9 eV Å⁻¹

The geometry in XYZ format:
```
60
C18H35O7 | the Open Molecules 2025 dataset | the ωB97M-V functional and the def2-TZVPD basis
C 8.113 -0.726 0.434
O 8.394 0.163 -0.629
C 7.246 0.879 -1.056
C 6.832 1.986 -0.102
C 5.768 2.886 -0.736
C 4.669 3.273 0.250
C 3.793 2.048 0.630
C 2.336 2.132 0.160
C 1.875 1.063 -0.845
C 2.393 -0.366 -0.648
C 2.100 -1.010 0.713
O 1.799 -2.238 0.668
O 2.168 -0.290 1.730
H 7.222 -1.316 0.216
H 8.977 -1.368 0.568
H 7.941 -0.185 1.366
H 6.410 0.189 -1.205
H 7.512 1.302 -2.023
H 6.440 1.529 0.805
H 7.733 2.530 0.175
H 5.331 2.358 -1.584
H 6.253 3.783 -1.126
H 4.066 4.086 -0.146
H 5.167 3.646 1.146
H 3.786 1.965 1.709
H 4.294 1.165 0.249
H 2.204 3.101 -0.329
H 1.670 2.128 1.013
H 2.092 1.378 -1.866
H 0.785 1.015 -0.789
H 3.471 -0.372 -0.820
H 1.980 -0.998 -1.429
O -3.984 0.114 0.399
C -3.231 -0.658 0.947
O -2.180 -1.126 0.288
C -1.170 -1.968 0.906
C -1.579 -3.423 0.871
C -3.514 -1.149 2.351
H -0.942 -1.620 1.911
H -0.263 -1.838 0.326
H -2.494 -3.610 1.440
H -0.778 -4.033 1.285
H -1.764 -3.737 -0.157
H -4.210 -1.985 2.290
H -3.984 -0.340 2.904
H -2.628 -1.463 2.896
O -10.407 0.011 -2.931
C -9.668 -0.229 -2.014
O -8.448 0.326 -1.997
C -7.561 0.225 -0.870
C -6.754 -1.052 -0.884
C -10.067 -1.189 -0.914
H -8.116 0.355 0.060
H -6.894 1.080 -0.961
H -7.392 -1.936 -0.811
H -6.052 -1.055 -0.054
H -6.189 -1.129 -1.812
H -9.853 -2.203 -1.248
H -11.137 -1.091 -0.753
H -9.566 -1.015 0.035
```

2.
Entry from the Open Molecules 2025 dataset: a structure of composition C18H36BeFO18 (the ωB97M-V functional and the def2-TZVPD basis).

Output
* E_HOMO: -12.110 eV
* lowest unoccupied orbital energy: -10.73 eV
* total charge: +1
* maximum force: 4.4 eV Å⁻¹
* energy relative to the best compared isomer or geometry (same formula, charge and spin): 13.355 eV

The geometry in XYZ format:
```
74
C18H36BeFO18 | the Open Molecules 2025 dataset | the ωB97M-V functional and the def2-TZVPD basis
Be -0.228 2.500 3.569
F 0.460 0.256 -0.200
C 3.158 6.204 -0.855
O 3.259 7.476 -0.307
C 2.480 7.874 0.686
O 1.625 7.142 1.236
O 2.771 9.153 1.016
C 2.033 9.763 2.015
H 3.812 6.172 -1.727
H 2.160 5.950 -1.212
H 3.491 5.371 -0.236
H 2.264 10.824 1.918
H 2.346 9.454 3.012
H 0.967 9.552 1.923
C 0.628 -4.866 3.213
O 0.844 -5.193 4.580
C 0.600 -4.248 5.505
O 0.533 -2.993 5.309
O 0.533 -4.895 6.692
C 0.232 -4.165 7.892
H 1.374 -4.172 2.824
H -0.305 -4.332 3.033
H 0.628 -5.788 2.632
H 0.991 -3.410 8.096
H -0.043 -4.686 8.809
H -0.649 -3.575 7.638
C 2.724 -2.344 -5.245
O 2.903 -3.692 -4.914
C 2.351 -4.646 -5.615
O 1.866 -4.595 -6.708
O 2.608 -5.756 -5.011
C 2.041 -7.036 -5.410
H 1.702 -2.085 -5.520
H 3.431 -2.218 -6.065
H 3.014 -1.765 -4.368
H 2.313 -7.841 -4.727
H 2.294 -7.312 -6.433
H 0.959 -6.908 -5.393
C -4.155 4.901 -2.287
O -5.430 5.042 -1.676
C -5.670 4.599 -0.469
O -4.864 4.068 0.267
O -7.064 4.822 -0.284
C -7.763 4.371 0.842
H -3.678 3.921 -2.314
H -3.417 5.610 -1.910
H -4.213 5.110 -3.355
H -7.474 3.396 1.233
H -8.840 4.498 0.730
H -7.550 5.106 1.618
C 7.042 3.808 4.031
O 7.419 2.553 3.456
C 6.415 1.635 3.269
O 5.232 1.798 3.461
O 6.946 0.571 2.665
C 6.191 -0.574 2.382
H 6.261 4.272 3.429
H 7.903 4.462 3.891
H 6.764 3.759 5.083
H 5.411 -0.329 1.661
H 5.776 -1.012 3.290
H 6.749 -1.408 1.955
C -4.685 -3.327 -3.402
O -5.380 -4.411 -4.013
C -5.946 -5.393 -3.320
O -5.797 -5.677 -2.149
O -6.744 -6.051 -4.232
C -7.430 -7.261 -3.927
H -4.431 -2.638 -4.207
H -3.745 -3.765 -3.066
H -5.145 -2.703 -2.636
H -6.959 -7.942 -3.219
H -7.442 -7.789 -4.880
H -8.457 -7.188 -3.567
```

3.
Entry from the Open Molecules 2025 dataset: a cluster of 9 separate species, C18H36Cl18 in total (the ωB97M-V functional and the def2-TZVPD basis).

Output
* E_HOMO: -10.603 eV
* lowest unoccupied orbital energy: -0.04 eV
* SMILES string: ClCCCl.ClCCCl.ClCCCl.ClCCCl.ClCCCl.ClCCCl.ClCCCl.ClCCCl.ClCCCl
* total charge: 0
* maximum force: 2.5 eV Å⁻¹
* energy relative to the best compared isomer or geometry (same formula, charge and spin): 3.084 eV

The geometry in XYZ format:
```
72
C18H36Cl18 | the Open Molecules 2025 dataset | the ωB97M-V functional and the def2-TZVPD basis
Cl -0.110 0.702 2.076
C -0.460 1.375 0.497
C -1.176 0.431 -0.509
Cl -2.513 -0.464 0.264
H 0.478 1.748 0.085
H -1.135 2.218 0.646
H -0.555 -0.350 -0.949
H -1.727 1.003 -1.256
Cl 6.922 8.981 0.085
C 5.529 8.099 0.650
C 5.054 7.014 -0.313
Cl 6.347 5.660 -0.380
H 4.696 8.789 0.785
H 5.910 7.658 1.571
H 4.916 7.458 -1.299
H 4.102 6.568 -0.026
Cl 3.040 -6.181 8.772
C 2.930 -4.399 8.770
C 1.959 -3.717 7.730
Cl 0.385 -4.588 7.473
H 3.914 -3.932 8.730
H 2.612 -4.066 9.758
H 2.254 -3.851 6.689
H 1.811 -2.647 7.869
Cl 0.946 4.501 -6.364
C 1.305 6.043 -7.214
C 0.824 5.925 -8.679
Cl 1.206 7.352 -9.589
H 2.367 6.276 -7.139
H 0.807 6.833 -6.652
H -0.256 5.799 -8.754
H 1.305 5.050 -9.115
Cl 5.429 1.384 6.315
C 4.931 2.962 5.668
C 4.001 3.679 6.721
Cl 4.070 5.478 6.433
H 4.387 2.928 4.724
H 5.877 3.494 5.561
H 4.303 3.457 7.744
H 3.003 3.254 6.621
Cl 0.571 -2.672 -6.191
C -0.447 -3.417 -7.537
C -1.938 -3.167 -7.294
Cl -2.413 -1.501 -7.848
H -0.227 -4.476 -7.672
H -0.143 -2.951 -8.475
H -2.301 -3.294 -6.274
H -2.617 -3.858 -7.794
Cl -10.544 0.271 -3.769
C -10.540 -1.018 -2.533
C -9.682 -0.491 -1.302
Cl -10.411 0.872 -0.515
H -10.024 -1.790 -3.104
H -11.560 -1.335 -2.319
H -8.770 -0.129 -1.775
H -9.362 -1.249 -0.587
Cl 6.618 -5.080 0.231
C 6.080 -3.604 -0.679
C 6.155 -2.289 0.159
Cl 7.826 -1.873 0.514
H 5.077 -3.855 -1.025
H 6.716 -3.625 -1.564
H 5.737 -2.515 1.140
H 5.694 -1.468 -0.391
Cl -5.995 -8.087 2.265
C -6.600 -6.669 3.087
C -8.195 -6.592 2.841
Cl -8.568 -6.224 1.103
H -6.090 -5.788 2.696
H -6.423 -6.799 4.154
H -8.616 -5.730 3.359
H -8.695 -7.525 3.101
```